[1]
Density functional theory data (the ωB97M-V functional and the def2-TZVPD basis) for 2 unconnected molecules or ions with the total composition C3H11NOS.

```
! RIJCOSX wB97M-V def2-TZVPD def2/J DEFGRID3
* xyz 0 1
C 1.8689 -0.8343 -1.4546
N 0.5660 -0.6710 -0.8130
C 0.5391 0.4254 0.1637
C -0.9123 0.7837 0.4907
S -1.0451 2.3371 1.4624
H 2.4801 -1.5112 -0.8574
H 2.4083 0.1295 -1.4918
H 1.7397 -1.2008 -2.4700
H -0.1148 -0.4659 -1.5365
H 0.9982 0.0723 1.0853
H 1.0653 1.3250 -0.1946
H -1.5044 0.9133 -0.4060
H -1.3325 0.0127 1.1303
H -0.6550 1.7697 2.6113
O -0.0288 -3.7870 -1.1513
H 0.3527 -3.4333 -0.3339
H -0.2694 -3.0211 -1.6728
*
```

## Properties
HOMO ... -9.2 eV
Energy above the lowest of the compared OMol25 structures with the same formula, charge and spin ... 62.0 kJ/mol
LUMO energy ... 0.7671 eV
SMILES ... CNCCS.O
Max |F| ... 1.01 eV Å⁻¹

Atom charges from the Löwdin analysis, given in e for atoms 1 to 6: C -0.132; N -0.150; C -0.325; C -0.555; S 0.682; H 0.076

[2]
Density functional theory data (the ωB97M-V functional and the def2-TZVPD basis) for 2 unconnected molecules or ions with the total composition C3H11NOS.

```
! RIJCOSX wB97M-V def2-TZVPD def2/J DEFGRID3
* xyz 0 1
C -1.9215 1.1285 -0.5373
C -2.6096 -0.1045 0.1958
S -1.6569 -1.1587 1.2143
H -2.3254 1.2791 -1.6289
H -2.2918 1.9950 -0.0138
H -0.8472 1.1289 -0.4680
H -2.8923 -0.6556 -0.7521
H -3.3742 0.4132 0.7691
H -1.8868 -2.3430 0.6612
N 2.7459 0.8894 0.4246
C 1.9637 -0.3261 -0.0218
O 2.7591 -1.2773 -0.9364
H 2.9556 0.6883 1.4647
H 3.6803 1.1714 -0.0090
H 1.0391 -0.1248 -0.7187
H 1.5071 -0.7313 0.7957
H 3.1550 -1.9725 -0.4394
*
```

## Properties
HOMO ... -9.1 eV
Energy above the lowest of the compared OMol25 structures with the same formula, charge and spin ... 224.7 kJ/mol
LUMO energy ... 0.7253 eV
SMILES ... CCS.NCO
Max |F| ... 5.76 eV Å⁻¹

Atom charges from the Löwdin analysis, given in e for atoms 1 to 6: C -0.157; C -0.664; S 0.704; H 0.105; H 0.043; H 0.026

[3]
Density functional theory data (the ωB97M-V functional and the def2-TZVPD basis) for 2 unconnected molecules or ions with the total composition C3H11NOS.

```
! RIJCOSX wB97M-V def2-TZVPD def2/J DEFGRID3
* xyz 0 1
C 1.4860 -0.0798 0.9099
C 0.6266 1.2190 0.9663
N -0.8458 1.1737 1.0276
S -1.6316 -0.3011 1.1987
H 2.0993 -0.0705 -0.0347
H 1.0003 -1.0772 0.9678
H 2.2486 -0.0444 1.7414
H 0.9854 1.8327 1.8474
H 0.9039 1.8564 0.0756
H -1.2443 1.7218 0.2644
H -1.2267 -1.1508 0.0975
H -1.2737 -0.9090 2.3823
C -0.6456 -0.8584 -2.2767
O -1.4408 -1.8247 -1.7710
H -1.1435 -0.0534 -2.8654
H -0.0474 -0.2522 -1.5470
H 0.1493 -1.1822 -2.9839
*
```

## Properties
HOMO ... -6.7 eV
Energy above the lowest of the compared OMol25 structures with the same formula, charge and spin ... 538.1 kJ/mol
LUMO energy ... -0.3019 eV
Max |F| ... 2.19 eV Å⁻¹

Atom charges from the Löwdin analysis, given in e for atoms 1 to 6: C -0.123; C -0.318; N -0.386; S 1.012; H 0.086; H 0.056

[4]
Density functional theory data (the ωB97M-V functional and the def2-TZVPD basis) for 2 unconnected molecules or ions with the total composition C3H11NOS2.

```
! RIJCOSX wB97M-V def2-TZVPD def2/J DEFGRID3
* xyz 0 1
N -0.9588 1.7895 2.0880
C -1.0525 1.7002 0.6145
C -0.7488 0.2783 0.1322
C 0.6331 0.1664 -0.5620
S 2.0383 0.8196 0.4718
S 3.5393 -0.1588 -0.5133
H -0.7343 2.7367 2.3534
H -0.1598 1.2608 2.4282
H -2.0826 1.9022 0.3312
H -0.4018 2.4734 0.1964
H -0.5788 -0.3395 1.0190
H -1.4715 -0.1968 -0.5244
H 0.8491 -0.8994 -0.5710
H 0.6698 0.6430 -1.5364
H 3.9593 -0.9127 0.5084
O -0.7674 -3.7400 -2.0157
H -1.2085 -3.2835 -2.7445
H -1.5239 -4.2398 -1.6760
*
```

## Properties
HOMO ... -8.7 eV
Energy above the lowest of the compared OMol25 structures with the same formula, charge and spin ... 56.2 kJ/mol
LUMO energy ... 0.6471 eV
SMILES ... NCCCSS.O
Max |F| ... 2.33 eV Å⁻¹

Atom charges from the Löwdin analysis, given in e for atoms 1 to 6: N -0.018; C -0.305; C -0.247; C -0.545; S 0.387; S 0.319

[5]
Density functional theory data (the ωB97M-V functional and the def2-TZVPD basis) for 2 unconnected molecules or ions with the total composition C3H11NOS2.

```
! RIJCOSX wB97M-V def2-TZVPD def2/J DEFGRID3
* xyz 0 1
C -1.4031 0.4127 2.6915
N 0.0653 0.1492 2.5874
C 0.6089 0.4226 1.2249
C 0.0706 -0.4716 0.1280
S 0.1193 -0.0285 -1.6508
S 0.3682 2.0294 -1.7782
H -1.6272 1.3159 3.4224
H -1.9280 -0.2597 3.3583
H -1.9069 0.4489 1.7338
H 0.0065 -0.8499 2.6896
H 0.4039 1.4727 1.0932
H 1.6641 0.1739 1.4756
H -0.9725 -0.7656 0.4293
H 0.5557 -1.4247 -0.0420
H 1.2460 1.9241 -0.7871
O -0.1095 -3.5946 -0.0429
H -0.1217 -4.3402 0.5687
H -1.0517 -3.5261 -0.2406
*
```

## Properties
HOMO ... -8.2 eV
Energy above the lowest of the compared OMol25 structures with the same formula, charge and spin ... 171.1 kJ/mol
LUMO energy ... 0.3611 eV
SMILES ... CNCCSS.O
Max |F| ... 3.45 eV Å⁻¹

Atom charges from the Löwdin analysis, given in e for atoms 1 to 6: C -0.148; N -0.122; C -0.298; C -0.557; S 0.412; S 0.307

[6]
Density functional theory data (the ωB97M-V functional and the def2-TZVPD basis) for 2 unconnected molecules or ions with the total composition C3H11NOS2.

```
! RIJCOSX wB97M-V def2-TZVPD def2/J DEFGRID3
* xyz 0 1
C -2.3201 0.5706 0.1817
N -1.1386 -0.0517 0.7045
C -0.3698 -0.9539 -0.0896
C 0.8995 -1.3959 0.5720
S 2.1248 -0.1988 1.1460
S 3.3149 0.2784 -0.4908
H -2.9768 0.7653 0.9514
H -2.1883 1.5710 -0.4771
H -2.8563 -0.1142 -0.4773
H -0.8170 0.5224 1.5037
H -0.1444 -0.4462 -1.0367
H -0.9797 -1.8891 -0.3338
H 0.6044 -1.9840 1.5717
H 1.5035 -2.2372 0.0699
H 4.0694 -0.8335 -0.3826
O 0.3334 2.3709 -0.8494
H 0.5437 2.6343 -1.7676
H 0.3973 1.3915 -0.7963
*
```

## Properties
HOMO ... -8.4 eV
Energy above the lowest of the compared OMol25 structures with the same formula, charge and spin ... 117.2 kJ/mol
LUMO energy ... 0.4746 eV
SMILES ... CNCCSS.O
Max |F| ... 3.96 eV Å⁻¹

Atom charges from the Löwdin analysis, given in e for atoms 1 to 6: C -0.153; N -0.162; C -0.355; C -0.594; S 0.409; S 0.310

[7]
Density functional theory data (the ωB97M-V functional and the def2-TZVPD basis) for 2 unconnected molecules or ions with the total composition C3H11NOS2.

```
! RIJCOSX wB97M-V def2-TZVPD def2/J DEFGRID3
* xyz 0 1
C 2.1993 2.1261 0.2696
S 1.4854 0.4828 0.7558
S 1.0661 -0.5347 -0.8622
C -0.6175 -0.0409 -1.4665
C -1.6980 0.5070 -0.4929
N -2.0469 -0.3002 0.5972
H 1.4689 2.9954 0.2185
H 2.9809 2.1575 1.1019
H 2.7709 2.0624 -0.6446
H -1.0217 -0.8001 -2.1382
H -0.4464 0.7805 -2.0677
H -2.5075 0.7273 -1.2215
H -1.2437 1.4400 -0.1104
H -2.8287 -0.8411 0.3586
H -1.3021 -0.9401 0.8508
O 0.2172 -3.3613 1.5300
H 0.5451 -2.7629 2.2221
H 0.9787 -3.6977 1.0996
*
```

## Properties
HOMO ... -8.7 eV
Energy above the lowest of the compared OMol25 structures with the same formula, charge and spin ... 77.6 kJ/mol
LUMO energy ... 0.6615 eV
SMILES ... CSSCCN.O
Max |F| ... 2.73 eV Å⁻¹

Atom charges from the Löwdin analysis, given in e for atoms 1 to 6: C -0.437; S 0.377; S 0.433; C -0.506; C -0.373; N 0.008

[8]
Density functional theory data (the ωB97M-V functional and the def2-TZVPD basis) for 2 unconnected molecules or ions with the total composition C3H11NOS2.

```
! RIJCOSX wB97M-V def2-TZVPD def2/J DEFGRID3
* xyz 0 1
C -2.3467 -0.1595 -1.4033
N -1.4190 -1.2341 -1.7828
C 0.1325 -1.0161 -1.5271
C 0.5403 -0.4738 -0.1609
S -0.2792 -1.2087 1.2478
S 0.6581 -0.2283 2.8821
H -3.1865 -0.1782 -2.2124
H -2.6727 -0.4121 -0.3701
H -1.9372 0.9033 -1.3063
H -1.5313 -1.3945 -2.7881
H 0.5033 -0.2380 -2.1801
H 0.6807 -1.9823 -1.6380
H 1.6762 -0.5901 -0.0659
H 0.3086 0.5176 -0.2915
H 0.0022 0.9203 2.5605
O 3.0102 2.2462 2.7007
H 2.1099 2.1428 3.0743
H 3.7509 2.3858 3.2611
*
```

## Properties
HOMO ... -8.9 eV
Energy above the lowest of the compared OMol25 structures with the same formula, charge and spin ... 160.5 kJ/mol
LUMO energy ... 0.2851 eV
SMILES ... CNCCSS.O
Max |F| ... 2.85 eV Å⁻¹

Atom charges from the Löwdin analysis, given in e for atoms 1 to 6: C -0.181; N -0.137; C -0.247; C -0.617; S 0.446; S 0.325